33
Properties=species:S:1:pos:R:3:forces:R:3 method="wB97M-V/def2-TZVPD" e_lumo_ev="-6.488 / -11.238" charge=+2 spin_multiplicity=5 s2=6.03 orbital_gap_ha="0.2247 / 0.1981" homo_energy_ev="-12.601 / -16.627"
O 0.309237 -3.915497 0.006722 1.84 1.98 -0.67
C 0.879444 -2.936428 -0.181707 -4.37 -4.56 1.59
Rh 1.823603 -1.376003 -0.496829 4.00 -2.22 -2.51
C 2.865902 0.128010 -0.855278 2.15 5.79 -0.65
O 3.506406 1.050547 -1.075688 -0.96 -2.41 0.29
C 3.443570 -2.546069 -1.228592 -2.42 -2.65 0.34
O 4.519699 -2.116695 -1.554798 2.69 1.56 -0.71
C 1.307846 -1.419035 -2.276003 -1.76 -0.28 -4.97
O 0.961748 -1.456551 -3.371589 1.10 -0.19 1.92
C 2.716627 -1.587769 1.112948 2.08 -0.55 4.91
O 3.245695 -1.728756 2.123587 -0.61 0.11 -1.84
H 3.246835 -3.641989 -1.303605 0.02 0.52 0.12
C -0.597235 0.735766 2.935920 0.68 -0.23 0.43
N -1.276898 1.003490 1.660067 -0.44 0.37 -0.52
C -2.536078 1.731714 1.806003 -0.76 0.29 0.77
C -0.709340 0.528843 0.362824 0.04 -0.02 -1.81
N 0.359369 -0.267692 0.446867 -4.53 3.39 1.14
N -1.309007 0.932651 -0.920282 0.22 -0.06 3.96
C -2.399955 1.893751 -1.064606 -0.87 0.85 0.04
C -0.829129 0.394185 -2.156083 0.63 -0.72 -0.71
H -1.102852 1.177601 3.819371 -0.05 -0.09 -1.02
H 0.424594 1.171504 2.917857 -0.39 -0.43 -0.18
H -0.560774 -0.356815 3.136302 0.15 0.45 -0.31
H -2.480276 2.733757 1.350897 -0.09 -0.56 -0.34
H -3.379663 1.112219 1.445263 0.43 0.44 -0.36
H -2.795970 1.950490 2.862492 0.71 -0.50 -0.48
H 0.640307 -0.468752 1.398629 -0.54 0.36 0.19
H -2.084830 2.887455 -0.694702 -0.43 -0.46 0.08
H -2.691089 2.077171 -2.120031 0.73 -0.51 0.54
H -3.331669 1.514172 -0.613149 0.45 0.42 0.04
H 0.216519 0.732322 -2.284685 -0.38 -0.68 -0.07
H -1.015384 -0.697345 -2.132621 0.64 0.51 -0.17
H -1.367252 0.759746 -3.055501 0.05 0.08 0.99



124
Properties=species:S:1:pos:R:3:forces:R:3 method="wB97M-V/def2-TZVPD" e_lumo_ev=1.365 charge=-1 orbital_gap_ha=0.1352 homo_energy_ev=-2.315
C -1.559369 3.009697 5.126858 -0.72 0.62 -0.31
C -0.401741 2.678797 4.233988 -2.48 0.67 2.03
P 1.353900 3.328775 4.797033 -1.66 2.33 -2.15
S 1.002005 1.893351 6.398258 -1.02 -2.10 0.92
C 1.345086 4.714977 3.463244 0.39 2.67 -0.02
C 0.040526 4.900222 2.511203 0.45 1.58 -1.15
C -0.070335 3.987083 1.162666 -1.02 0.72 -0.76
C -1.557003 4.303073 0.472774 -0.01 0.73 1.21
C -2.742264 3.279249 1.008176 -0.44 0.74 -0.09
C -4.020145 4.072465 1.710643 -0.45 0.41 -0.15
C -5.432031 3.242003 1.664058 -0.36 -0.15 0.50
C -5.336394 1.692831 2.227097 -1.19 0.23 0.15
C -4.523484 1.538976 3.643758 -0.17 -0.96 0.15
C -5.420163 0.828754 4.846393 -0.09 0.78 0.25
C 2.168505 2.160217 3.582815 1.31 -0.76 -3.07
C 1.715180 0.601534 3.507010 0.17 -0.27 -0.78
S 3.107995 -0.213275 2.467321 -0.99 -0.55 -1.84
C 2.411991 -1.109011 0.988500 -1.31 -4.84 -0.90
N 2.274311 -2.628206 1.059212 -0.50 5.44 -2.69
N 1.772095 -3.106649 -0.159775 0.29 7.29 -1.76
C 1.585967 -1.867480 -1.055971 1.16 -2.74 4.05
O 1.984164 -0.619400 -0.331371 -0.11 -5.12 1.16
C 3.003761 3.967126 5.605543 4.94 -3.05 1.82
I 3.391885 6.130041 6.073103 -0.66 -1.45 -0.41
C 4.150188 3.139867 6.052869 -1.19 4.16 -0.16
C 5.524536 3.826633 6.728575 0.05 -0.33 0.05
I 4.294574 0.977644 5.997189 -0.21 1.14 -0.05
H -1.957344 2.351972 6.008232 1.01 1.36 -2.01
H -2.136784 4.038693 4.941844 1.41 -2.38 0.24
H -0.593294 2.102796 3.240544 0.53 0.45 1.22
H 0.602105 4.267021 5.642871 0.15 -0.66 0.05
H 0.213709 0.843863 5.895849 0.83 0.98 0.30
H 1.298318 5.738524 4.081387 0.31 -2.20 -1.19
H 2.372233 4.759335 2.887247 -2.09 -0.01 0.59
H -0.993790 5.065409 3.086341 2.28 -1.02 -1.01
H 0.203836 5.997371 2.044904 -0.43 -2.30 0.94
H 0.055071 2.837077 1.301930 -0.18 2.06 -0.15
H 0.731370 4.378736 0.399271 -1.31 -0.93 1.57
H -1.845508 5.391389 0.870564 0.62 -2.24 -1.06
H -1.501699 4.382879 -0.695487 -0.13 -0.38 2.25
H -3.168291 2.727521 0.055861 0.86 0.70 2.09
H -2.306248 2.552111 1.823799 -0.89 1.20 -1.81
H -4.222492 5.108452 1.163059 0.56 -2.14 0.99
H -3.820541 4.350788 2.847467 -0.07 -0.73 -2.43
H -5.932267 3.229427 0.585106 1.25 0.04 2.15
H -6.198306 3.812549 2.369383 1.57 -1.10 -1.44
H -6.458217 1.354903 2.451968 2.26 0.67 -0.64
H -4.956177 0.976042 1.369104 -0.49 1.45 1.87
H -4.151826 2.563684 4.076680 -0.40 -2.17 -1.09
H -3.616379 0.804718 3.442802 -1.63 1.85 0.58
H -6.134178 1.630026 5.368591 1.53 -1.63 -1.19
H -6.127023 -0.019996 4.454237 1.55 1.42 0.70
H -4.684941 0.441326 5.688327 -1.60 0.65 -1.80
H 3.351262 2.338064 3.520096 -2.52 -0.86 0.37
H 1.856491 2.561218 2.493398 0.52 -0.82 2.43
H 1.744028 -0.024849 4.485550 -0.29 1.41 -1.76
H 0.741236 0.423454 2.857655 1.88 0.48 1.72
H 1.200102 -1.960725 -2.178191 1.07 0.82 2.69
H 6.351730 3.041232 6.976810 -1.75 1.13 -0.62
H 5.257302 4.354196 7.765477 0.45 -0.97 -2.49
H 6.030468 4.589551 5.961758 -1.40 -1.55 1.78
C -0.834793 -4.980379 -4.611264 -0.10 -0.20 0.06
C -0.092567 -4.065459 -3.659371 -0.03 0.02 -0.28
O 0.794367 -3.226946 -4.385104 0.04 0.28 0.06
H -0.130824 -5.596970 -5.179694 0.00 0.07 0.14
H -1.519656 -5.636730 -4.066929 -0.03 0.05 -0.14
H -1.408522 -4.398326 -5.339859 -0.07 -0.05 0.12
H 0.496645 -4.650522 -2.947106 0.03 0.20 -0.08
H -0.789012 -3.436329 -3.096614 -0.13 -0.17 0.16
H 0.260406 -2.705522 -5.008817 0.44 -0.07 0.08
C -1.093107 0.398013 -7.730178 -0.03 0.24 0.02
C -0.078281 -0.724678 -7.791618 -0.25 0.14 -0.08
O -0.274782 -1.616194 -6.703945 -0.32 -0.47 0.28
H -1.003633 0.946285 -6.786641 0.08 -0.06 -0.16
H -0.952268 1.096841 -8.559599 -0.08 -0.04 0.07
H -2.112753 0.001363 -7.772485 0.06 0.03 -0.12
H 0.938370 -0.325900 -7.726906 -0.13 -0.22 0.13
H -0.170056 -1.285884 -8.726583 0.09 0.12 -0.10
H -1.177446 -1.971315 -6.775372 0.45 0.21 0.00
C -2.229686 -6.251057 -7.872481 0.22 -0.17 -0.09
C -3.589084 -6.722551 -7.399394 0.17 0.35 -0.14
O -4.083895 -5.847628 -6.396340 -0.25 0.35 0.15
H -1.522844 -6.214871 -7.037055 -0.16 -0.08 -0.14
H -1.832125 -6.917650 -8.643023 0.07 0.11 0.04
H -2.291848 -5.237170 -8.281100 -0.04 -0.08 -0.08
H -3.518583 -7.727057 -6.971856 -0.11 0.21 0.09
H -4.305028 -6.748963 -8.226594 0.06 -0.19 -0.11
H -4.150864 -4.960091 -6.788524 0.02 -0.50 0.24
C 2.209978 -8.515586 -6.759981 0.15 0.12 0.18
C 0.752445 -8.574511 -7.167664 0.32 -0.18 -0.05
O 0.638545 -8.462525 -8.578667 -0.07 -0.17 -0.43
H 2.664226 -7.575756 -7.090508 -0.14 -0.08 0.10
H 2.314824 -8.596051 -5.674316 0.07 -0.01 -0.10
H 2.776848 -9.325830 -7.230048 -0.07 -0.03 0.12
H 0.194152 -7.750571 -6.713544 0.02 -0.11 -0.23
H 0.294504 -9.516994 -6.852148 -0.03 0.04 0.22
H 1.130523 -9.203532 -8.972217 -0.27 0.43 0.21
C -1.139593 5.742861 -3.954502 0.06 -0.22 -0.14
C -2.174751 6.329996 -3.017591 0.32 0.17 -0.07
O -1.533734 6.933678 -1.903540 0.13 0.32 0.09
H -0.529350 4.996962 -3.434783 -0.16 0.06 -0.04
H -1.617818 5.269490 -4.816684 0.09 0.03 0.00
H -0.456245 6.519730 -4.312704 -0.11 -0.02 -0.06
H -2.841761 5.547096 -2.644823 0.12 0.18 0.14
H -2.780500 7.086159 -3.526334 -0.14 -0.13 -0.14
H -0.950205 7.633084 -2.244628 -0.30 -0.39 0.23
C 8.556578 -0.217830 4.071026 0.12 -0.06 -0.24
C 8.573176 -0.093101 5.580412 -0.38 0.21 -0.13
O 7.668288 0.920364 5.993340 0.30 -0.05 0.07
H 8.833286 0.732751 3.603373 0.03 -0.12 0.12
H 9.252499 -0.992169 3.736021 -0.07 0.02 -0.06
H 7.552209 -0.467887 3.713934 0.10 -0.07 0.05
H 9.573178 0.178347 5.931274 -0.17 0.06 0.06
H 8.284893 -1.035933 6.055275 0.18 -0.16 -0.03
H 6.781937 0.665645 5.684285 0.22 0.25 0.19
C -0.743422 -3.645656 2.912765 0.17 -0.04 -0.18
C -0.726824 -3.520927 4.422151 -0.27 0.01 -0.29
O -1.631712 -2.507462 4.835079 -0.37 0.10 0.16
H -0.466714 -2.695075 2.445112 0.08 -0.17 0.11
H -0.047501 -4.419995 2.577761 -0.06 0.11 -0.08
H -1.747791 -3.895713 2.555673 0.04 -0.10 0.06
H 0.273178 -3.249479 4.773014 -0.22 0.10 0.04
H -1.015107 -4.463759 4.897014 0.18 -0.15 -0.01
H -2.518063 -2.762181 4.526024 0.49 0.20 0.16



no.,E_tot (eV)
1,-28286.6402
2,-101954.3587